[1]
{
  "formula": "C17H25NNi",
  "method": "ωB97M-V/def2-TZVPD",
  "charge": 0,
  "orbital_gap_ev": [7.810, 8.174],
  "largest_force_ha_per_bohr": 0.1688,
  "multiplicity": 3,
  "species": ["C", "C", "C", "H", "C", "H", "H", "H", "C", "H", "H", "C", "H", "H", "C", "H", "H", "C", "H", "H", "Ni", "H", "C", "N", "C", "C", "C", "C", "C", "C", "C", "C", "H", "H", "H", "H", "H", "H", "H", "H", "H", "H", "H", "H"],
  "xyz": [[-0.02628, -1.24939, -1.79853], [-0.12867, -2.05092, 0.81981], [1.17521, -1.96717, -1.91608], [-0.26038, -0.40506, -2.45048], [1.15096, -1.40188, 0.98755], [-0.63335, -2.23423, 1.78427], [0.93817, -3.04964, -1.89937], [1.31329, -1.12791, 2.04077], [2.51703, -1.92870, -1.18494], [3.21504, -1.30162, -1.76672], [2.94235, -2.95578, -1.21345], [-1.16712, -2.20289, -1.48316], [-1.37771, -2.88874, -2.32186], [-2.11172, -1.72114, -1.20795], [-0.63446, -3.01124, -0.23749], [0.17923, -3.68690, -0.54090], [-1.41446, -3.67152, 0.17676], [2.47825, -1.47405, 0.28617], [3.15057, -2.13234, 0.85126], [2.93127, -0.47485, 0.35304], [-0.07068, -0.38222, 0.32189], [1.23210, -1.94190, -3.04143], [-2.41964, 0.99926, 1.35941], [-1.85794, 0.89290, -0.00857], [-2.91464, 0.49073, -0.94944], [-1.24609, 2.18346, -0.46395], [-0.02901, 2.44677, 0.35989], [0.36927, 3.76174, 0.64925], [1.45346, 3.98760, 1.50250], [2.14927, 2.89245, 2.03215], [1.76514, 1.57700, 1.69103], [0.68106, 1.35870, 0.84900], [-2.84415, 0.02243, 1.62633], [-3.21352, 1.76485, 1.40310], [-1.62373, 1.24246, 2.07154], [-3.63199, 1.31676, -1.08373], [-2.46470, 0.24949, -1.91817], [-3.45386, -0.37553, -0.55230], [-0.99261, 2.05530, -1.52566], [-1.98514, 2.99864, -0.38993], [-0.20113, 4.59298, 0.22290], [1.75139, 5.01100, 1.75699], [2.99246, 3.05379, 2.70467], [2.31741, 0.73731, 2.10382]]
}

---

[2]
{
  "formula": "C17H26AsN2O4RbS4",
  "method": "ωB97M-V/def2-TZVPD",
  "charge": -2,
  "orbital_gap_ev": 1.909,
  "largest_force_ha_per_bohr": 0.0543,
  "de_lowest_kj_mol": 174.9,
  "species": ["Rb", "C", "O", "C", "C", "O", "C", "C", "O", "C", "H", "H", "H", "H", "H", "H", "H", "H", "H", "H", "H", "H", "H", "H", "S", "As", "S", "S", "S", "C", "N", "N", "C", "O", "C", "C", "C", "C", "C", "C", "C", "C", "C", "H", "H", "H", "H", "H", "H", "H", "H", "H", "H", "H", "H"],
  "xyz": [[-1.21615, 1.79554, -1.21797], [2.09793, 2.01096, -3.20750], [1.41130, 2.59948, -2.07108], [2.31167, 3.33161, -1.28984], [1.66794, 4.60508, -0.69673], [0.45511, 4.33083, 0.03941], [0.46168, 4.50497, 1.45711], [-0.85622, 4.05963, 2.06052], [-0.96560, 2.61663, 2.05023], [-1.74972, 2.26915, 3.14904], [2.49112, 0.99401, -2.92828], [2.86461, 2.75560, -3.56650], [1.28697, 1.80204, -3.90099], [3.25237, 3.56519, -1.81819], [2.55581, 2.65166, -0.43972], [1.43450, 5.20076, -1.53635], [2.36031, 5.18064, -0.02369], [0.65458, 5.54807, 1.66819], [1.24617, 3.83330, 1.88873], [-1.70168, 4.50086, 1.50717], [-0.73751, 4.37122, 3.11162], [-2.40176, 3.05489, 3.51414], [-1.03781, 1.94384, 3.99578], [-2.30044, 1.36079, 2.91771], [-5.14102, 3.86598, -4.66990], [-4.43100, 1.88146, -3.79920], [-2.19839, 1.66540, -4.28470], [-4.49981, 2.02598, -1.59866], [-5.21366, -0.13754, -4.23819], [0.81367, -4.52807, 2.21059], [0.98472, -3.19315, 1.63433], [0.10970, -2.73905, 0.58591], [0.06710, -1.35867, 0.62574], [-0.49487, -0.65610, -0.22531], [0.94328, -0.99055, 1.74269], [1.47119, -2.10902, 2.31931], [2.55196, -2.26381, 3.32385], [-0.30072, -3.60782, -0.43943], [0.45406, -4.64567, -1.01850], [-0.12982, -5.40051, -2.00717], [-1.43534, -5.10898, -2.47635], [-2.16805, -4.09467, -1.88042], [-1.57672, -3.22596, -0.98823], [1.22763, -5.28317, 1.53719], [-0.26355, -4.73316, 2.35432], [1.29388, -4.49742, 3.18984], [1.12469, 0.10134, 1.96682], [2.79304, -1.32121, 3.81305], [3.43293, -2.59365, 2.78968], [2.20474, -3.04435, 4.03161], [1.48191, -4.83588, -0.71593], [0.44827, -6.18154, -2.37922], [-1.90457, -5.69092, -3.30607], [-3.22302, -3.94678, -2.11023], [-2.00742, -2.23927, -0.65021]]
}

---

[3]
{
  "formula": "C17H26Br33IInNO4P",
  "method": "ωB97M-V/def2-TZVPD",
  "charge": -1,
  "orbital_gap_ev": 6.780,
  "largest_force_ha_per_bohr": 0.0162,
  "de_lowest_kj_mol": 0.0,
  "species": ["C", "C", "C", "I", "In", "C", "C", "C", "N", "O", "P", "O", "O", "O", "H", "H", "H", "H", "H", "H", "H", "H", "H", "H", "H", "H", "H", "H", "H", "C", "Br", "Br", "Br", "H", "C", "Br", "Br", "Br", "H", "C", "Br", "Br", "Br", "H", "C", "Br", "Br", "Br", "H", "C", "Br", "Br", "Br", "H", "C", "Br", "Br", "Br", "H", "C", "Br", "Br", "Br", "H", "C", "Br", "Br", "Br", "H", "C", "Br", "Br", "Br", "H", "C", "Br", "Br", "Br", "H", "C", "Br", "Br", "Br", "H"],
  "xyz": [[-7.10083, 2.67182, 0.88244], [-6.94263, 2.51218, -0.64000], [-5.68261, 1.70692, -0.95462], [-5.75787, 0.94899, -2.97711], [-3.84333, 2.91859, -0.71546], [-2.20681, 2.40114, -2.08760], [-1.13400, 1.38483, -1.68297], [-1.44318, -0.07002, -1.34807], [-2.72501, -0.39558, -0.99965], [-0.56770, -0.92933, -1.42471], [-2.96630, 2.57394, 1.69237], [-3.81498, 3.09835, 2.80271], [-2.67795, 0.97885, 1.97072], [-1.43893, 3.19374, 1.87092], [-6.64402, 3.59549, 1.25534], [-8.15683, 2.67993, 1.17628], [-6.61859, 1.84805, 1.42449], [-6.85393, 3.50748, -1.09434], [-7.84020, 2.04468, -1.07014], [-5.67847, 0.78744, -0.35853], [-4.31398, 4.58857, -0.84026], [-1.67560, 3.35597, -2.20665], [-2.61687, 2.15306, -3.07456], [-0.61921, 1.74670, -0.78381], [-0.36472, 1.26450, -2.46372], [-2.78143, -1.36637, -0.70842], [-3.18278, 0.22283, -0.34044], [-2.86861, 0.80475, 2.90807], [-1.02132, 3.29022, 1.00229], [0.48026, 3.80326, 4.27463], [0.18156, 5.66076, 3.91109], [2.28935, 3.28428, 3.87835], [0.00341, 3.36562, 6.08684], [-0.17384, 3.23993, 3.61741], [1.04822, -2.08981, -3.53642], [1.60113, -0.28187, -3.82225], [-0.21367, -2.69831, -4.84290], [2.58230, -3.25312, -3.41420], [0.54884, -2.10766, -2.57518], [6.17157, -2.58054, -2.09172], [7.16854, -2.15135, -0.51092], [7.10524, -2.02136, -3.67430], [5.71924, -4.44350, -2.16957], [5.24098, -2.02746, -2.05489], [-0.02183, -0.66866, 6.22766], [-0.43654, -2.49207, 6.67017], [1.83836, -0.27172, 6.49617], [-0.56574, -0.24693, 4.43554], [-0.58311, -0.04098, 6.90677], [-3.72004, -4.68181, 8.24236], [-3.53405, -2.89351, 8.90693], [-4.79390, -4.73286, 6.65337], [-2.00184, -5.50258, 7.96126], [-4.22683, -5.25701, 9.00345], [6.44616, 1.39960, -6.13882], [6.75726, 3.12925, -5.37211], [4.77362, 0.64307, -5.59659], [6.62691, 1.41717, -8.05569], [7.23251, 0.75561, -5.77358], [10.47694, 1.20014, -3.64808], [9.68726, 0.12944, -5.03653], [11.08632, 2.88719, -4.32976], [9.26299, 1.41617, -2.17819], [11.34047, 0.66163, -3.28530], [8.49091, -3.49255, -6.87629], [7.62649, -1.90738, -7.53800], [7.90325, -5.06057, -7.81439], [10.40450, -3.31552, -6.92146], [8.20331, -3.61013, -5.83980], [-5.28209, -3.98477, -1.27360], [-4.23348, -3.63236, 0.30427], [-6.52052, -2.57131, -1.62642], [-4.15477, -4.34226, -2.78806], [-5.84578, -4.88513, -1.07741], [2.17571, -0.18111, 0.85577], [0.79612, 1.02596, 1.38274], [3.72226, 0.73553, 0.16622], [2.65519, -1.36057, 2.29832], [1.77588, -0.78746, 0.05191], [-4.61679, 0.17524, 6.06588], [-5.78369, -0.11182, 4.56518], [-3.72484, 1.85899, 5.91874], [-5.58076, -0.01223, 7.72721], [-3.87026, -0.60828, 6.03963]]
}

---

[4]
{
  "formula": "C17H26BrN2O11PS4",
  "method": "ωB97M-V/def2-TZVPD",
  "charge": 0,
  "orbital_gap_ev": 6.950,
  "largest_force_ha_per_bohr": 0.0385,
  "species": ["C", "C", "P", "C", "C", "C", "C", "Br", "C", "C", "C", "C", "S", "O", "O", "O", "C", "C", "N", "S", "N", "C", "H", "H", "H", "H", "H", "H", "H", "H", "H", "H", "H", "H", "H", "H", "H", "H", "H", "H", "C", "C", "O", "S", "O", "O", "O", "H", "H", "H", "H", "C", "C", "O", "S", "O", "O", "O", "H", "H", "H", "H"],
  "xyz": [[1.34014, 2.94651, 1.20007], [0.48335, 2.45691, 2.39787], [-0.55469, 0.95992, 2.14379], [-1.49629, 1.09983, 0.56814], [-2.18583, -0.25126, 0.29157], [0.50101, -0.54891, 2.16177], [1.28179, -1.06128, 1.16307], [1.40319, -0.09552, -0.48432], [2.04326, -2.29155, 1.24466], [2.84005, -2.82307, 0.07596], [1.90850, -3.56505, -0.94237], [2.03980, -3.04809, -2.37773], [1.31726, -4.15968, -3.58002], [1.74022, -3.76924, -4.88764], [1.54863, -5.52020, -3.21026], [-0.25466, -3.80304, -3.48638], [2.01968, -3.00684, 2.39514], [1.24721, -2.52769, 3.48199], [1.11907, -3.10442, 4.68341], [0.13370, -2.18350, 5.54375], [-0.19001, -1.00237, 4.48238], [0.49529, -1.31951, 3.38533], [2.38278, 2.66614, 1.33705], [1.33431, 4.04192, 1.20643], [0.96872, 2.62378, 0.23652], [1.15182, 2.25494, 3.23507], [-0.20578, 3.24555, 2.69664], [-2.29143, 1.81541, 0.77643], [-0.91213, 1.39150, -0.30360], [-3.02170, -0.39872, 0.97278], [-2.53260, -0.30174, -0.74088], [-1.50165, -1.09421, 0.43022], [3.33800, -2.01406, -0.45494], [3.56876, -3.54605, 0.43166], [0.86505, -3.52731, -0.62179], [2.19849, -4.61654, -0.94500], [1.49173, -2.11150, -2.47998], [3.06743, -2.87408, -2.68883], [-0.40239, -3.35934, -2.63784], [2.55991, -3.93602, 2.51834], [-6.73664, -2.15054, -0.70550], [-6.36254, -2.45554, 0.73082], [-5.75929, -1.24358, 1.20157], [-6.45809, 0.01613, 0.49781], [-7.44775, 0.53818, 1.36676], [-5.44312, 0.82798, -0.06756], [-7.19328, -0.79219, -0.67551], [-5.86992, -2.21036, -1.36699], [-7.52614, -2.79640, -1.07975], [-5.65773, -3.27755, 0.81779], [-7.24468, -2.66284, 1.34023], [3.54736, 6.81282, -1.82674], [4.10705, 5.97477, -2.95729], [4.50741, 4.75346, -2.32288], [3.51491, 4.42322, -1.10768], [2.52978, 3.50979, -1.55876], [4.29697, 4.18324, 0.04854], [2.84357, 5.87500, -1.00215], [4.34253, 7.26766, -1.23287], [2.86459, 7.58360, -2.17346], [4.96182, 6.43762, -3.44194], [3.34320, 5.74394, -3.70287]]
}

---

[5]
{
  "formula": "C17H26ClN2",
  "method": "ωB97M-V/def2-TZVPD",
  "charge": -1,
  "orbital_gap_ev": 4.681,
  "largest_force_ha_per_bohr": 0.2026,
  "de_lowest_kj_mol": 724.7,
  "species": ["C", "N", "C", "C", "C", "C", "C", "C", "C", "C", "N", "C", "C", "C", "H", "H", "H", "H", "H", "H", "H", "H", "H", "H", "H", "H", "H", "H", "Cl", "C", "C", "C", "C", "C", "H", "H", "H", "H", "H", "H", "H", "H", "H", "H", "H", "H"],
  "xyz": [[3.35759, -0.46230, -5.17678], [2.77359, -0.58230, -3.82678], [3.53059, -0.60630, -2.76678], [3.09859, -0.37830, -1.50178], [1.55159, -0.25130, -1.38278], [0.72459, -0.25330, -2.61478], [1.46559, -0.40230, -3.76678], [1.01359, -0.09030, -0.03578], [1.54459, -0.70130, 1.18922], [1.29259, -0.25630, 2.41222], [0.19059, 0.61770, 2.53022], [-0.51541, 0.96370, 1.48222], [-0.28541, 0.61970, 0.24122], [-0.47841, 0.47370, 3.86222], [3.00159, -1.11830, -5.94178], [4.36459, -0.15430, -5.05778], [3.10359, 0.36470, -5.65278], [4.66059, -1.00030, -2.96778], [3.71759, -0.15730, -0.66578], [-0.34341, -0.12830, -2.67478], [0.84059, -0.47130, -4.61678], [2.57659, -1.18130, 1.06722], [1.74059, -0.69530, 3.22022], [-1.30541, 1.70970, 1.64822], [-1.01441, 1.05770, -0.48078], [0.05159, 1.15470, 4.55522], [-0.52741, -0.52530, 4.12022], [-1.54741, 0.69170, 3.78722], [-2.31141, 3.63370, -0.25678], [-3.90141, 1.64570, 1.15622], [-2.74441, 1.05470, 1.76122], [-2.22741, -0.17130, 0.96922], [-1.17741, -0.93530, 1.41722], [-0.68941, -2.09530, 0.63022], [-4.10141, 2.58770, 1.51722], [-4.80141, 1.00870, 1.00722], [-3.73241, 2.04470, 0.09922], [-2.89041, 0.79070, 2.92022], [-2.00641, 1.71370, 1.85422], [-1.91941, 0.24770, -0.08078], [-3.05741, -0.84530, 0.70422], [-1.35141, -1.37030, 2.44122], [-0.14441, -0.28630, 1.74722], [-1.39041, -2.80830, 0.41922], [0.12359, -2.67230, 1.14622], [-0.26041, -1.78030, -0.43778]]
}

---

[6]
{
  "formula": "C17H26CsIN2O6P",
  "method": "ωB97M-V/def2-TZVPD",
  "charge": 1,
  "orbital_gap_ev": 6.778,
  "largest_force_ha_per_bohr": 0.1323,
  "species": ["C", "C", "C", "I", "C", "C", "C", "C", "O", "C", "C", "O", "O", "C", "P", "N", "C", "O", "H", "H", "H", "H", "H", "H", "H", "H", "H", "H", "H", "H", "H", "H", "H", "Cs", "O", "C", "O", "C", "C", "C", "H", "H", "H", "H", "H", "H", "H", "H", "C", "C", "N", "H", "H", "H"],
  "xyz": [[6.21744, 1.32858, 2.87084], [4.70257, 1.29893, 2.98865], [4.06028, 0.08657, 2.31205], [4.80860, -1.70838, 3.25981], [2.55271, 0.00510, 2.24157], [1.95626, -0.87756, 1.40822], [2.68207, -1.82199, 0.50572], [0.48368, -1.00382, 1.32975], [-0.04498, -1.77705, 0.55807], [-0.40679, -0.18201, 2.20392], [-1.89176, -0.42588, 2.14071], [-2.61344, 0.55268, 1.36256], [-3.99028, 0.39875, 1.74496], [0.20075, 0.69781, 3.00810], [-0.78444, 1.80185, 4.14793], [-0.25078, 3.29345, 4.21894], [1.68898, 0.84527, 3.10440], [2.09822, 1.61945, 3.93597], [6.68936, 0.64279, 3.56815], [6.55989, 2.32393, 3.15203], [6.57021, 1.15236, 1.85591], [4.27575, 2.19843, 2.54245], [4.42555, 1.31787, 4.03547], [4.43649, 0.06619, 1.29198], [2.78369, -2.80099, 0.97052], [2.07221, -1.97711, -0.38073], [3.64034, -1.43929, 0.17574], [-2.23968, -0.42559, 3.17469], [-2.14019, -1.40818, 1.75090], [-4.16877, 1.22116, 2.22294], [-0.81218, 1.22821, 5.42379], [-2.10300, 1.89540, 3.60712], [-0.01945, 3.52879, 5.17681], [-1.93259, 3.09722, 2.02597], [-0.36279, 2.46011, -3.18698], [-0.82079, 1.46196, -3.67917], [-1.09897, 1.45209, -4.98626], [-1.46446, 0.26178, -5.69953], [-2.94527, -0.02752, -5.57497], [-1.17018, 0.25730, -2.83057], [-0.85196, -0.58305, -5.37946], [-1.19495, 0.46633, -6.73346], [-3.22548, -0.21694, -4.54623], [-3.22007, -0.89511, -6.17442], [-3.52399, 0.82966, -5.91789], [-2.17922, 0.38850, -2.44026], [-0.46685, 0.22485, -2.00133], [-1.10256, -0.69512, -3.34995], [-4.11665, -3.76893, -3.55252], [-4.71705, -2.45175, -3.69569], [-5.18435, -1.41082, -3.81331], [-3.72555, -4.11624, -4.50727], [-3.29816, -3.74128, -2.83515], [-4.85461, -4.48867, -3.20360]]
}

---

> The highest charge belongs to which entry?

C17H26CsIN2O6P